ORCA calculation (ωB97M-V/def2-TZVPD) on 7 unconnected molecules or ions with the total composition C29H53N5O21PSi.

```
110
Properties=species:S:1:pos:R:3:forces:R:3:mulliken_charge:R:1
C -2.953 0.255 -0.289 0.2 0.1 0.0 -2.096
C -2.814 -0.594 1.000 0.0 0.2 -0.2 2.447
Si -4.647 -0.723 1.654 0.0 0.0 0.0 1.005
C -5.646 -1.490 0.260 -0.1 -0.2 -0.1 -1.164
C -5.260 1.037 1.876 0.1 0.2 -0.2 -1.460
C -4.927 -1.697 3.235 -0.2 -0.1 0.1 -1.217
C -1.912 0.207 1.963 -0.3 0.1 0.1 -1.847
N -2.370 0.269 3.331 0.5 0.0 0.2 -0.397
N -0.483 -0.264 1.891 0.1 0.2 -0.6 -0.231
C -0.001 -0.990 0.866 -0.1 -0.2 0.0 -0.041
N 1.315 -0.982 0.688 -0.1 0.0 0.0 -0.185
O 1.891 -1.686 -0.337 0.0 0.0 0.0 -0.185
N -0.802 -1.764 0.098 -0.2 0.6 0.2 0.441
P -0.687 -1.755 -1.627 -0.2 -0.3 0.0 0.897
O -1.998 -1.919 -2.266 0.2 0.0 0.0 -0.616
C -2.188 -1.958 0.684 0.0 -0.2 0.2 -1.908
C -2.064 -2.876 1.921 0.3 -0.1 0.0 -1.010
C -3.014 -4.090 1.964 0.0 0.0 0.2 -0.729
O -4.029 -3.904 0.982 0.0 -0.2 0.1 -0.377
C -2.311 -5.442 1.801 -0.2 0.1 0.2 -0.717
N -1.333 -5.594 2.871 -0.1 0.1 0.0 -0.436
H -1.971 0.570 -0.681 -0.1 -0.1 0.0 0.474
H -3.471 -0.275 -1.087 0.1 0.0 0.1 0.283
H -3.490 1.183 -0.068 0.0 -0.1 -0.1 0.583
H -5.025 -1.810 -0.583 -0.1 0.0 0.1 0.368
H -6.162 -2.387 0.620 0.0 0.2 -0.1 0.101
H -6.389 -0.778 -0.117 0.1 -0.1 0.0 0.491
H -6.111 1.054 2.565 0.1 0.0 -0.1 0.375
H -4.490 1.714 2.254 -0.1 -0.1 0.1 0.308
H -5.603 1.435 0.914 0.0 0.0 0.2 0.334
H -5.728 -1.191 3.787 0.1 -0.1 0.0 0.546
H -5.295 -2.702 3.004 0.1 0.1 0.1 0.246
H -4.071 -1.769 3.907 -0.1 0.0 -0.1 0.301
H -1.882 1.244 1.611 -0.1 -0.2 0.0 0.719
H -2.022 1.104 3.790 -0.1 0.0 0.0 0.300
H -2.032 -0.513 3.882 -0.2 -0.1 -0.1 0.289
H 0.150 0.489 2.129 0.1 -0.2 0.4 0.394
H 1.934 -0.416 1.248 0.0 0.1 -0.1 0.208
H 2.189 -1.013 -0.984 0.0 0.0 0.0 0.486
H -0.010 -0.547 -1.851 0.1 0.0 -0.1 0.007
H 0.237 -2.756 -1.916 0.1 0.0 -0.1 -0.007
H -2.759 -2.445 -0.106 0.0 0.0 0.1 1.890
H -2.212 -2.276 2.823 0.0 -0.2 -0.1 -0.127
H -1.047 -3.279 1.997 -0.1 0.1 0.0 0.715
H -3.474 -4.111 2.965 0.0 0.1 -0.2 0.369
H -4.727 -4.553 1.135 0.1 0.1 0.0 0.297
H -3.110 -6.203 1.835 0.1 0.0 -0.2 0.504
H -1.805 -5.516 0.834 -0.1 0.1 0.1 0.172
H -0.801 -6.452 2.784 0.1 0.1 -0.1 0.218
H -1.802 -5.619 3.770 0.0 -0.1 0.0 0.214
C -7.432 -4.704 -1.224 0.0 0.0 0.0 -0.049
C -8.321 -5.707 -1.941 0.1 0.1 0.0 -0.352
O -9.276 -6.036 -0.929 0.0 0.0 0.0 -0.333
C -9.336 -5.022 -0.036 0.0 0.0 0.0 0.601
O -10.137 -4.917 0.829 0.0 0.0 0.0 -0.512
O -8.331 -4.137 -0.270 0.1 0.1 0.1 -0.280
H -7.035 -3.919 -1.861 -0.1 0.0 0.0 0.305
H -6.613 -5.185 -0.684 0.0 0.0 -0.1 0.060
H -8.846 -5.262 -2.788 0.0 0.0 0.0 0.253
H -7.808 -6.609 -2.262 0.0 0.0 0.1 0.308
C 1.049 -5.225 -0.354 0.1 0.0 0.0 0.083
C 2.504 -5.644 -0.496 0.0 0.0 -0.1 -0.447
O 2.794 -6.155 0.808 0.0 0.0 0.0 -0.354
C 1.638 -6.542 1.390 0.0 0.0 0.0 0.579
O 1.543 -7.159 2.398 0.0 0.0 0.0 -0.522
O 0.581 -6.116 0.655 -0.1 -0.1 -0.1 -0.269
H 0.456 -5.353 -1.257 0.0 -0.1 0.0 0.408
H 0.952 -4.202 0.016 0.0 0.0 0.0 -0.060
H 2.637 -6.444 -1.226 0.0 0.0 0.0 0.265
H 3.180 -4.825 -0.722 0.0 0.0 0.1 0.279
C 4.510 1.893 -2.741 0.1 0.0 -0.1 -0.144
C 3.733 0.713 -3.294 0.0 0.1 0.0 -0.376
O 2.895 0.358 -2.160 0.1 0.0 -0.1 -0.496
C 2.770 1.453 -1.371 -0.1 -0.2 0.1 0.627
O 2.004 1.478 -0.446 0.1 0.1 0.0 -0.564
O 3.590 2.415 -1.746 -0.1 0.0 0.0 -0.235
H 4.724 2.664 -3.472 0.0 0.0 -0.1 0.081
H 5.425 1.606 -2.226 0.0 0.0 0.0 0.216
H 3.079 0.990 -4.120 0.0 0.0 0.0 0.281
H 4.348 -0.136 -3.573 0.0 0.0 0.1 0.371
C 5.482 5.143 1.433 -0.1 -0.1 -0.1 -0.159
C 5.153 4.000 0.490 0.0 0.0 0.1 -0.173
O 6.281 4.008 -0.409 -0.1 0.0 0.1 -0.212
C 7.320 4.608 0.229 0.1 0.2 0.1 0.561
O 8.440 4.655 -0.177 -0.2 -0.2 -0.2 -0.598
O 6.914 5.162 1.377 0.1 0.0 0.2 -0.352
H 5.154 4.984 2.455 0.1 0.0 0.0 0.354
H 5.111 6.105 1.085 0.0 0.0 0.0 0.098
H 5.131 3.033 0.998 0.0 0.0 0.0 0.153
H 4.228 4.138 -0.061 0.1 0.0 -0.1 0.279
C 1.717 9.095 -0.211 -0.1 -0.1 0.0 -0.302
C 1.026 8.458 0.983 0.0 0.1 0.0 -0.281
O 2.101 7.737 1.601 0.0 0.0 0.0 -0.326
C 3.269 8.318 1.240 0.0 0.1 0.0 0.724
O 4.327 8.071 1.723 -0.1 0.0 0.0 -0.565
O 3.065 9.216 0.257 0.0 0.0 -0.1 -0.318
H 1.336 10.076 -0.477 0.0 0.0 0.1 0.283
H 1.711 8.449 -1.090 0.0 0.0 0.0 0.253
H 0.653 9.198 1.692 0.0 0.0 0.0 0.275
H 0.229 7.769 0.719 0.0 -0.1 0.0 0.278
C 8.355 4.411 -3.464 0.1 0.1 0.0 0.053
C 8.071 5.654 -4.290 0.1 0.0 0.2 -0.321
O 7.204 5.148 -5.319 0.0 0.2 -0.1 -0.352
C 6.620 4.034 -4.875 0.0 -0.2 0.2 0.746
O 5.719 3.463 -5.416 -0.1 0.0 0.1 -0.579
O 7.169 3.628 -3.710 0.0 0.0 -0.1 -0.272
H 8.460 4.581 -2.393 -0.1 0.0 -0.1 -0.006
H 9.213 3.851 -3.838 0.0 0.0 0.0 0.227
H 7.526 6.412 -3.727 0.0 0.0 0.0 0.271
H 8.949 6.098 -4.748 0.0 0.0 -0.1 0.306
```
Positions in Å, forces in eV/Å.

As for the HOMO-LUMO gap: 9.0 eV. As for the total charge: +1. Its HOMO energy is -11.49 eV.


ORCA calculation (ωB97M-V/def2-TZVPD) on a molecular structure, C29H54BN3O3P2Tl.

```
93
Properties=species:S:1:pos:R:3:forces:R:3:mulliken_charge:R:1
Tl 0.081 1.122 0.051 -0.3 -1.4 -0.3 3.152
C -4.450 -2.012 1.959 3.1 1.0 1.0 -2.019
C -3.628 -0.879 1.293 -1.0 -0.1 -0.5 1.835
C -4.469 0.465 1.217 1.8 -0.8 0.1 -1.616
C -3.342 -1.301 -0.165 -0.2 0.3 0.2 -2.607
P -1.973 -0.505 2.058 -0.5 0.3 0.6 0.553
C -1.124 -2.098 1.771 0.4 -0.6 -0.4 -1.000
N -0.383 -2.126 0.493 -0.6 0.9 2.2 0.168
B 0.229 -1.074 -0.202 0.5 -0.5 -0.9 0.004
N 0.900 -1.744 -1.300 0.8 2.0 0.2 0.019
C 1.624 -1.227 -2.436 -1.6 1.3 -0.4 -1.353
P 1.201 0.597 -2.654 -0.5 -0.8 0.4 0.336
C 2.743 1.355 -3.208 1.2 -0.7 -0.1 1.760
C 3.501 0.761 -4.418 -1.6 -0.1 0.1 -1.734
C 3.712 1.292 -2.016 -0.2 -0.5 -0.6 -2.323
C 2.533 2.807 -3.560 1.8 1.0 -0.1 -1.959
C -0.103 0.441 -3.975 1.4 1.5 -0.9 1.686
C 0.494 -0.209 -5.238 -2.7 0.0 -0.5 -1.774
C -1.240 -0.310 -3.397 -1.0 -0.2 0.7 -1.961
C -0.640 1.850 -4.334 -0.1 0.5 1.3 -1.366
C 0.655 -3.076 -1.224 1.5 -2.2 -0.7 0.344
C 1.131 -4.151 -1.992 -0.5 -0.7 -2.0 -0.650
C 0.675 -5.487 -1.746 -0.4 4.3 2.6 -1.005
C -0.134 -5.677 -0.610 -0.2 0.5 -0.1 -0.777
C -0.549 -4.614 0.218 0.7 -0.4 -0.5 -0.805
C -0.067 -3.324 -0.099 -2.2 -1.8 1.2 0.602
C -2.064 -0.415 3.961 -0.3 -0.1 -0.1 1.863
C -2.935 0.730 4.424 0.0 1.3 -1.4 -2.105
C -2.481 -1.668 4.773 -0.8 -1.1 -1.9 -1.686
C -0.702 0.128 4.345 1.0 -1.0 0.9 -2.159
H -5.165 -2.353 1.309 -2.2 -0.6 -1.3 0.530
H -4.775 -1.565 2.860 -1.2 0.1 0.9 0.452
H -3.856 -2.878 2.280 0.1 0.1 -0.3 0.254
H -5.090 0.447 0.336 0.0 0.2 -0.5 0.429
H -3.648 1.213 1.184 -1.1 0.3 -0.2 0.372
H -5.156 0.641 2.027 0.2 0.0 0.7 0.328
H -4.254 -1.263 -0.737 -0.8 -0.4 0.1 0.784
H -2.963 -2.321 -0.199 0.3 0.1 -0.3 0.356
H -2.767 -0.579 -0.743 0.8 -0.1 0.3 0.634
H -1.816 -2.928 1.728 -0.4 -0.1 0.1 0.227
H -0.465 -2.343 2.602 0.3 0.1 0.1 0.441
H 1.193 -1.757 -3.263 0.0 -0.1 -0.8 0.440
H 2.674 -1.376 -2.508 1.0 -0.3 0.6 0.674
H 3.572 -0.346 -4.485 0.2 0.8 0.2 0.187
H 4.430 1.289 -4.434 1.0 -0.2 -0.2 0.535
H 2.926 1.161 -5.241 0.2 -0.5 -0.8 0.503
H 4.043 0.273 -1.780 -0.3 0.2 0.2 0.309
H 3.297 1.821 -1.192 -0.3 0.1 1.1 0.498
H 4.595 1.831 -2.304 0.6 0.3 -0.2 0.677
H 2.047 2.911 -4.532 0.1 0.3 0.2 0.491
H 3.603 3.201 -3.624 -1.4 -0.1 -0.3 0.532
H 2.059 3.436 -2.809 -0.4 -0.2 0.1 0.139
H 0.810 -1.205 -5.042 0.8 -0.7 0.0 0.299
H 1.184 0.384 -5.785 0.9 0.4 0.0 0.408
H -0.329 -0.360 -5.986 0.3 0.2 0.6 0.490
H -1.011 -1.328 -3.104 0.0 -0.2 0.2 0.146
H -2.026 -0.349 -4.133 -0.4 -0.2 -0.4 0.730
H -1.683 0.267 -2.559 0.3 -0.5 -0.2 0.216
H 0.184 2.498 -4.623 -0.2 0.1 -0.1 0.250
H -1.155 2.353 -3.424 0.7 -0.9 -1.6 0.153
H -1.306 1.746 -5.200 -0.1 0.2 0.3 0.523
H 1.674 -3.930 -2.958 -0.3 -0.4 1.3 0.311
H 0.996 -6.283 -2.297 0.7 -1.9 -1.6 0.537
H -0.486 -6.678 -0.408 -0.1 0.0 0.2 0.405
H -1.195 -4.834 1.080 0.4 0.3 -0.5 0.403
H -3.983 0.578 4.280 -0.8 0.2 -0.4 0.361
H -2.538 1.715 4.066 -0.8 -0.8 -0.6 0.296
H -2.803 0.904 5.446 0.2 -0.4 2.0 0.678
H -3.552 -1.960 4.597 0.8 0.8 0.4 0.297
H -2.319 -1.495 5.806 0.0 0.2 1.1 0.520
H -2.005 -2.633 4.521 0.5 0.6 -0.1 0.243
H -0.518 1.084 3.853 0.0 0.1 0.2 0.351
H 0.085 -0.551 4.036 0.5 -0.2 0.0 0.263
H -0.647 0.197 5.465 0.1 0.2 -1.0 0.559
C 2.693 4.332 2.230 -0.2 -0.7 1.4 -0.990
N 2.883 2.946 2.726 -0.5 0.8 0.0 0.123
C 3.364 2.863 4.105 0.9 3.4 -0.3 -1.033
C 2.411 1.960 1.981 1.7 -0.5 1.1 0.862
C 2.832 0.585 2.373 1.2 -1.3 2.4 -0.519
O 1.852 2.170 0.895 -0.1 0.7 -0.5 -0.686
H 3.512 4.905 2.702 -0.8 0.1 -0.3 0.405
H 1.659 4.625 2.546 1.0 0.3 -0.5 0.282
H 2.822 4.308 1.166 -0.2 0.3 -0.4 0.255
H 3.425 1.918 4.526 -0.3 -1.7 0.5 0.410
H 2.763 3.591 4.731 0.4 -1.1 -0.6 0.341
H 4.410 3.289 4.145 -0.9 -0.5 -0.2 0.334
H 2.642 0.314 3.516 0.4 0.7 -2.5 0.283
H 3.976 0.454 2.184 -2.1 0.3 0.3 0.332
H 2.284 -0.126 1.778 0.0 -0.4 -0.2 -0.294
O -0.971 2.838 1.162 0.3 -0.3 -0.2 -0.622
C -1.145 3.418 0.056 -1.3 1.4 2.5 -0.105
O -0.797 2.953 -1.013 0.8 -1.0 -2.2 -0.561
H -1.670 4.368 0.098 -0.1 0.4 -0.2 0.527
```
Positions in Å, forces in eV/Å.

As for the HOMO-LUMO gap: 8.3 eV. As for the total charge: +1. Its HOMO energy is -10.39 eV.


ORCA calculation (ωB97M-V/def2-TZVPD) on 9 unconnected molecules or ions with the total composition C29H54NO25S2.

```
111
Properties=species:S:1:pos:R:3:forces:R:3:mulliken_charge:R:1
C 1.039 -0.770 -1.836 2.2 5.3 -1.9 -1.476
N 0.500 -0.639 -0.503 3.1 -2.8 2.0 1.774
C -0.180 0.598 -0.254 -2.9 2.9 1.0 -0.616
C -0.210 -1.864 -0.279 -1.0 -4.8 -4.1 -0.179
C 1.804 -0.761 0.405 2.4 1.5 0.2 -0.658
C 1.590 -0.627 1.918 1.7 6.5 0.4 0.517
O 2.828 -0.754 2.633 -0.4 -1.0 -2.1 -0.645
H 0.293 -0.726 -2.521 -3.0 0.4 -1.7 0.319
H 1.513 -1.616 -2.186 1.5 -2.2 0.8 0.613
H 1.663 0.193 -2.216 -1.0 -2.2 1.5 0.172
H -0.811 0.706 0.767 2.4 -0.5 -2.0 -0.263
H -0.952 1.024 -0.963 0.6 -1.8 -0.1 0.160
H 0.625 1.270 -0.482 0.2 1.2 1.2 0.409
H -0.811 -2.082 -1.313 1.2 0.4 2.8 -0.742
H -0.880 -1.916 0.506 -1.3 0.7 1.8 0.446
H 0.449 -2.841 -0.156 -0.9 2.4 -0.4 0.314
H 2.564 0.131 0.025 -1.9 -2.7 0.9 0.259
H 2.201 -1.832 0.342 -0.3 1.7 -0.9 0.356
H 0.794 -1.160 2.182 -2.8 -3.3 1.6 -0.121
H 1.123 0.461 2.156 1.2 -1.9 -0.7 -0.027
H 2.923 -0.593 3.592 -0.9 0.1 0.1 0.414
O -1.183 -0.995 3.600 1.7 -0.1 -0.9 -0.095
S -2.501 -1.158 4.054 -4.0 3.8 2.4 1.056
O -2.839 -0.636 5.395 1.0 -1.3 -1.8 -0.698
O -3.606 -0.327 3.091 2.4 -1.4 0.7 -0.373
C -3.508 1.113 3.235 -2.6 1.3 -1.0 -0.297
C -4.198 1.648 1.882 9.0 2.0 0.0 -1.401
C -3.128 -2.732 3.894 -1.1 -5.4 -1.1 -0.794
H -2.499 1.520 3.477 -0.6 -0.6 -0.7 0.347
H -4.195 1.408 4.085 0.9 -0.3 -0.8 0.310
H -4.536 2.685 1.910 1.7 1.1 0.4 0.356
H -5.096 1.463 1.719 -8.2 -4.1 -0.8 0.809
H -3.620 1.449 0.849 -1.0 0.5 2.7 0.052
H -2.718 -3.425 3.016 -0.5 2.3 1.3 0.224
H -4.311 -2.661 3.653 2.9 -0.3 1.4 0.333
H -2.703 -3.488 4.789 -1.8 2.6 -1.8 0.262
O 1.395 5.511 0.453 -0.9 1.5 0.9 -0.645
S 1.780 4.694 -0.624 -0.1 -3.4 -1.9 1.132
O 1.631 3.248 -0.444 0.1 1.7 -0.4 -0.496
O 1.031 5.123 -2.012 1.5 0.2 1.3 -0.353
C 0.159 4.173 -2.637 -1.0 -1.0 -1.5 0.631
C -0.264 4.796 -4.061 -4.2 -4.2 2.1 -1.385
C 3.444 5.053 -1.042 -0.1 -4.0 -0.8 -1.280
H -0.676 4.104 -1.893 0.4 -0.8 -1.2 0.016
H 0.700 3.154 -2.899 -1.1 2.1 1.0 0.044
H 0.594 5.113 -4.461 3.2 1.5 -1.9 0.504
H -1.065 5.578 -4.017 0.9 -0.8 0.0 0.315
H -0.653 3.823 -4.701 0.8 2.7 1.5 0.247
H 3.450 5.663 -1.845 -0.1 2.4 -2.5 0.471
H 4.002 4.126 -1.401 -0.9 1.0 0.9 0.278
H 3.861 5.510 -0.236 1.4 1.1 2.3 0.417
C 5.059 -0.364 -7.184 5.7 -1.4 -3.7 -0.314
C 5.745 -1.018 -6.037 2.7 4.4 -0.8 -0.458
O 5.042 -0.428 -4.948 0.2 1.2 2.1 -0.281
C 3.849 -0.114 -5.421 -4.1 2.1 1.8 0.665
O 2.781 0.261 -4.921 3.1 -1.3 0.8 -0.574
O 3.854 -0.167 -6.716 -3.5 0.9 -2.1 -0.280
H 5.104 -1.002 -8.128 -0.4 0.6 1.3 0.287
H 5.732 0.474 -7.428 -1.2 0.9 -0.1 0.277
H 6.852 -0.994 -6.062 -0.9 0.3 0.7 0.308
H 5.363 -1.878 -5.977 -1.7 -7.7 0.1 0.363
C -3.759 -2.098 -2.297 3.2 -3.8 1.9 -0.225
C -4.167 -2.013 -3.683 -5.3 2.5 -1.8 -0.540
O -3.421 -0.786 -4.261 -3.4 -3.7 0.0 -0.347
C -2.733 -0.402 -3.269 6.1 7.6 1.3 0.499
O -2.013 0.670 -3.326 -2.7 -4.3 0.2 -0.574
O -2.703 -1.119 -2.147 -1.8 -0.7 -0.3 0.044
H -3.272 -3.149 -2.194 -0.4 1.6 0.1 0.150
H -4.477 -2.155 -1.485 -0.3 1.1 -0.2 0.420
H -5.430 -1.963 -3.672 3.3 0.9 -0.5 0.250
H -4.068 -2.826 -4.331 1.1 -1.2 -0.8 0.354
C -1.841 6.379 0.651 -3.2 -1.1 2.4 -0.546
C -1.597 5.999 2.195 -0.8 1.5 -0.4 -0.270
O -1.574 4.621 2.080 -0.2 -1.6 0.0 -0.305
C -1.814 4.221 0.797 0.1 0.1 4.0 0.565
O -1.906 3.132 0.470 0.5 -6.8 -0.9 -0.376
O -2.122 5.125 0.003 0.7 5.5 -2.1 -0.356
H -1.031 6.891 0.425 4.2 1.6 -2.3 0.296
H -2.687 6.936 0.320 -0.7 0.9 0.8 0.447
H -2.418 6.415 2.830 0.4 -0.8 -0.3 0.242
H -0.637 6.245 2.712 -0.6 0.6 -1.1 0.264
C -0.309 -2.993 -5.192 -3.6 -0.3 -4.2 -0.234
C -0.515 -4.468 -5.563 -5.5 2.2 0.4 -0.528
O -0.580 -5.062 -4.315 -1.5 -2.0 -0.1 -0.410
C -0.332 -4.222 -3.357 0.2 1.8 -3.6 0.440
O -0.287 -4.510 -2.261 0.3 -0.7 5.9 -0.402
O -0.133 -2.957 -3.877 2.0 -0.2 3.7 0.067
H -1.311 -2.590 -5.307 -0.1 0.9 -0.8 0.136
H 0.349 -2.559 -5.939 0.7 0.6 0.9 0.324
H 0.319 -4.805 -5.885 5.3 -2.6 -3.5 0.444
H -1.465 -4.675 -6.236 2.1 0.3 1.4 0.235
C 1.575 -4.722 4.872 5.7 7.4 -11.2 -1.044
C 0.850 -3.491 4.424 5.2 2.6 0.3 0.440
O 0.130 -3.804 3.293 -3.2 4.8 2.0 -0.006
C 0.425 -4.931 2.881 0.8 -5.6 -4.4 0.548
O -0.079 -5.409 1.856 1.4 0.5 2.5 -0.635
O 1.422 -5.466 3.630 0.6 -1.2 -0.6 -0.410
H 1.262 -5.246 5.471 -7.3 -9.3 11.3 0.673
H 2.601 -4.655 5.278 0.2 0.7 -1.4 0.428
H 1.721 -2.807 4.036 -1.7 -0.6 0.9 -0.059
H 0.401 -3.024 5.248 -1.6 0.9 0.5 0.005
C 0.135 -0.366 6.716 0.0 -1.2 0.8 -0.120
C 1.143 -0.275 7.849 -2.4 -8.6 0.6 -0.609
O 2.342 -0.711 7.248 0.0 -0.3 7.9 -0.352
C 2.229 -0.580 6.043 7.5 -1.3 -4.7 0.793
O 3.289 -0.697 5.417 -1.5 0.5 -1.6 -0.803
O 1.081 -0.456 5.616 -5.9 0.7 -2.9 -0.083
H -0.395 0.556 6.610 -0.7 0.2 -0.3 0.290
H -0.550 -1.290 6.866 1.2 1.7 -1.0 0.187
H 0.854 -1.041 8.719 0.7 1.7 -1.8 0.254
H 1.281 0.573 8.242 0.9 6.8 2.9 0.431
```
Positions in Å, forces in eV/Å.

As for the HOMO-LUMO gap: 10.1 eV. As for the total charge: +1. Its HOMO energy is -11.70 eV.